Model one:
The following is a DFT calculation (the ωB97M-V functional and the def2-TZVPD basis) of 2 unconnected molecules or ions with the total composition C3H11N2.

Properties
* HOMO level: -13.888 eV
* spin multiplicity: 1
* charge: +1
* frontier orbital gap: 0.3896 Ha

Bonds (Å) are listed after each position.
Atoms and positions in Å:
1 C -0.61616 0.63032 -2.10388  N2 1.526, H3 1.086, H4 1.077, H5 1.092
2 N -0.85870 -0.37847 -0.98522  C1 1.526, H6 1.019, H7 1.023, H8 1.098
3 H 0.43786 0.88716 -2.06137  C1 1.086
4 H -1.39115 1.36716 -1.97649  C1 1.077
5 H -0.75442 0.14217 -3.07141  C1 1.092
6 H -1.75874 -0.85124 -1.04675  N2 1.019
7 H -0.20041 -1.15162 -1.10559  N2 1.023
8 H -0.54519 0.17610 -0.09094  N2 1.098
9 C 0.75573 -1.37690 1.55604  C10 1.338, H12 1.085, H13 1.086
10 C 0.82641 -0.07764 1.86916  C9 1.338, N11 1.468, H14 1.091
11 N 0.25351 1.01544 1.07497  C10 1.468, H15 1.015, H16 1.015
12 H -0.17417 -1.86829 1.28945  C9 1.085
13 H 1.54256 -2.05585 1.86973  C9 1.086
14 H 1.59353 0.35222 2.51462  C10 1.091
15 H -0.13833 1.73185 1.67848  N11 1.015
16 H 1.02767 1.45758 0.58920  N11 1.015

Model two:
The following is a DFT calculation (the ωB97M-V functional and the def2-TZVPD basis) of a gas-phase ion, C3H11N2 (charge +1).

Properties
* HOMO level: -14.926 eV
* SMILES: C[NH2+][C@H](C)N
* spin multiplicity: 1
* charge: +1
* frontier orbital gap: 0.4379 Ha

Bonds (Å) are listed after each position.
Atoms and positions in Å:
1 C -2.04157 -0.20592 0.26202  N2 1.477, H6 1.132, H7 1.081, H8 1.059
2 N -0.91481 0.57381 -0.28870  C1 1.477, C3 1.810, H9 1.053, H10 1.005
3 C 0.64754 -0.12667 0.29817  N2 1.810, C4 1.522, N5 1.389, H11 1.144
4 C 1.80369 0.81506 -0.00722  C3 1.522, H12 1.104, H13 1.130, H14 1.076
5 N 0.73956 -1.35440 -0.34516  C3 1.389, H15 1.011, H16 0.946
6 H -2.98172 0.39983 0.43814  C1 1.132
7 H -2.32133 -0.96764 -0.45202  C1 1.081
8 H -1.63244 -0.73394 1.08339  C1 1.059
9 H -1.02242 1.60732 -0.12073  N2 1.053
10 H -0.88278 0.45980 -1.28667  N2 1.005
11 H 0.16912 -0.00941 1.33021  C3 1.144
12 H 2.75914 0.35474 0.29989  C4 1.104
13 H 1.78941 1.67528 0.72537  C4 1.130
14 H 1.87569 1.12574 -1.03510  C4 1.076
15 H 0.60231 -2.24728 0.10981  N5 1.011
16 H 1.41062 -1.36631 -1.01140  N5 0.946

Model three:
The following is a DFT calculation (the ωB97M-V functional and the def2-TZVPD basis) of 2 unconnected molecules or ions with the total composition C3H11N2.

Properties
* HOMO level: -11.263 eV
* spin multiplicity: 1
* charge: +1
* frontier orbital gap: 0.2972 Ha

Bonds (Å) are listed after each position.
Atoms and positions in Å:
1 C -1.89750 -1.42646 -1.21142  N5 1.522, H6 1.102, H7 1.015, H8 1.084
2 C 0.59186 1.35924 0.23075  N4 1.479, H9 1.155, H10 1.114
3 C -0.30407 -0.96156 0.69599  N5 1.341, H11 1.143, H12 1.056
4 N 1.94485 1.68904 0.72803  C2 1.479, H13 1.050, H14 1.056, H16 1.062
5 N -0.52478 -1.39292 -0.55405  C1 1.522, C3 1.341, H15 1.036
6 H -1.77952 -0.94668 -2.19631  C1 1.102
7 H -2.09328 -2.41959 -1.29107  C1 1.015
8 H -2.57685 -0.93891 -0.52216  C1 1.084
9 H 0.44138 1.20072 -0.90372  C2 1.155
10 H -0.19435 1.94266 0.76214  C2 1.114
11 H -1.15900 -0.44011 1.24609  C3 1.143
12 H 0.46818 -1.29667 1.33278  C3 1.056
13 H 2.38196 1.10919 1.48663  N4 1.050
14 H 1.81985 2.62849 1.19315  N4 1.056
15 H 0.11669 -2.00971 -1.08480  N5 1.036
16 H 2.76458 1.90327 0.08798  N4 1.062

The relative energies come out as model one 0.566; model two 0.000; model three 2.876, with values in eV.

Model one:
The following is a DFT calculation (the ωB97M-V functional and the def2-TZVPD basis) of 2 unconnected molecules or ions with the total composition C4H5N3O2.

Properties
* HOMO level: -9.394 eV
* spin multiplicity: 1
* charge: 0
* frontier orbital gap: 0.3267 Ha

Bonds (Å) are listed after each position.
Atoms and positions in Å:
1 C 3.08029 -0.19572 -0.32925  C2 1.400, N5 1.355, H10 1.060
2 C 2.69499 0.72875 0.64913  C1 1.400, N6 1.358, H11 1.063
3 C -1.01551 -0.43769 -0.79705  O8 1.184, O9 1.292
4 C -3.04807 -0.11820 0.46992  O9 1.441, H12 1.052, H13 1.080, H14 1.078
5 N 1.96658 -0.70653 -0.90690  C1 1.355, N7 1.296
6 N 1.33903 0.79244 0.63630  C2 1.358, N7 1.285
7 N 1.03910 -0.03640 -0.29878  N5 1.296, N6 1.285
8 O -1.35676 -0.80330 -1.87069  C3 1.184
9 O -1.61671 -0.17437 0.31586  C3 1.292, C4 1.441
10 H 4.08116 -0.42130 -0.59621  C1 1.060
11 H 3.08572 1.44716 1.32808  C2 1.063
12 H -3.42467 -0.88771 1.08046  C4 1.052
13 H -3.48922 -0.04280 -0.51317  C4 1.080
14 H -3.33593 0.85568 0.83229  C4 1.078

Model two:
The following is a DFT calculation (the ωB97M-V functional and the def2-TZVPD basis) of 2 unconnected molecules or ions with the total composition C4H5N3O2.

Properties
* HOMO level: -9.371 eV
* SMILES: c1cnn(C2=NO2)c1.O
* spin multiplicity: 1
* charge: 0
* frontier orbital gap: 0.3600 Ha

Bonds (Å) are listed after each position.
Atoms and positions in Å:
1 C -0.77690 0.65283 -1.58624  C2 1.383, C8 1.353, H9 1.133
2 C 0.54803 0.91912 -1.88086  C1 1.383, N3 1.305, H10 1.102
3 N 1.32389 0.88318 -0.83166  C2 1.305, N4 1.373
4 N 0.42397 0.78627 0.20087  N3 1.373, C5 1.326, C8 1.347
5 C 0.75761 0.68896 1.48062  N4 1.326, N6 1.246, O7 1.374
6 N 1.61262 0.55723 2.37770  C5 1.246, O7 1.600
7 O 0.04881 0.29258 2.58937  C5 1.374, N6 1.600
8 C -0.84863 0.74345 -0.23776  C1 1.353, N4 1.347, H11 1.059
9 H -1.64052 0.51755 -2.30776  C1 1.133
10 H 0.96114 1.07177 -2.89077  C2 1.102
11 H -1.67193 0.75342 0.42851  C8 1.059
12 O -0.13971 -2.34589 0.75093  H13 0.921, H14 0.944
13 H -0.76049 -2.32352 1.43062  O12 0.921
14 H 0.16210 -3.19696 0.47645  O12 0.944

Model three:
The following is a DFT calculation (the ωB97M-V functional and the def2-TZVPD basis) of 2 unconnected molecules or ions with the total composition C4H5N3O2.

Properties
* HOMO level: -9.046 eV
* spin multiplicity: 1
* charge: 0
* frontier orbital gap: 0.3006 Ha

Bonds (Å) are listed after each position.
Atoms and positions in Å:
1 C -0.36161 -1.67816 0.01249  C2 1.402, H6 1.078, N11 1.482
2 C 0.21575 -1.50930 1.27928  C1 1.402, C3 1.329, H7 1.178
3 C 0.33013 -0.18727 1.35741  C2 1.329, N10 1.367, O14 1.293
4 C 0.39102 0.72068 -2.52461  H8 1.101, H9 1.139, N12 1.352
5 H 0.47522 2.41476 0.95083  no bonds
6 H -0.73447 -2.61892 -0.35962  C1 1.078
7 H 0.53983 -2.23627 2.14771  C2 1.178
8 H 0.51610 1.69488 -2.02760  C4 1.101
9 H 0.86652 0.47813 -3.53103  C4 1.139
10 N 0.02693 0.46111 0.19331  C3 1.367, N11 1.380, O13 1.459
11 N -0.55887 -0.40064 -0.71214  C1 1.482, N10 1.380, N12 1.360
12 N -0.18844 -0.39232 -2.02083  C4 1.352, N11 1.360
13 O -0.71138 1.71958 0.16343  N10 1.459
14 O 0.70234 0.59476 2.31781  C3 1.293

The relative energies come out as model one 0.000; model two 0.865; model three 4.616, with values in eV.

Model one:
The following is a DFT calculation (the ωB97M-V functional and the def2-TZVPD basis) of 2 unconnected molecules or ions with the total composition C7H14O.

Properties
* HOMO level: -8.797 eV
* SMILES: C=C(C)C.C=C(C)O
* spin multiplicity: 1
* charge: 0
* frontier orbital gap: 0.3514 Ha

Bonds (Å) are listed after each position.
Atoms and positions in Å:
1 C 1.19874 -0.34931 3.04262  C2 1.334, H5 1.086, H6 1.083
2 C 1.55026 -0.34514 1.75623  C1 1.334, C3 1.497, C4 1.496
3 C 1.63799 0.91476 0.95320  C2 1.497, H7 1.092, H8 1.088, H9 1.091
4 C 1.83287 -1.61994 1.02606  C2 1.496, H10 1.089, H11 1.092, H12 1.099
5 H 1.18898 -1.28505 3.59310  C1 1.086
6 H 0.87939 0.49615 3.63867  C1 1.083
7 H 2.65327 1.11144 0.60208  C3 1.092
8 H 1.25740 1.75343 1.53314  C3 1.088
9 H 1.05387 0.78281 0.04086  C3 1.091
10 H 1.84692 -2.50189 1.66464  C4 1.089
11 H 2.74796 -1.51128 0.44051  C4 1.092
12 H 1.03187 -1.84456 0.30858  C4 1.099
13 C -1.18900 1.49216 -1.00541  C14 1.324, H17 1.078, H18 1.078
14 C -1.79301 0.41504 -1.48404  C13 1.324, C15 1.491, O16 1.376
15 C -2.25089 0.22789 -2.89037  C14 1.491, H19 1.087, H20 1.097, H21 1.094
16 O -2.03973 -0.64550 -0.64314  C14 1.376, H22 0.971
17 H -1.01687 2.31430 -1.68099  C13 1.078
18 H -0.99423 1.51707 0.05478  C13 1.078
19 H -1.93036 1.05101 -3.52304  C15 1.087
20 H -1.85865 -0.70832 -3.30617  C15 1.097
21 H -3.33267 0.09418 -2.98405  C15 1.094
22 H -2.47412 -1.35925 -1.13727  O16 0.971

Model two:
The following is a DFT calculation (the ωB97M-V functional and the def2-TZVPD basis) of 2 unconnected molecules or ions with the total composition C7H14O.

Properties
* HOMO level: -9.170 eV
* SMILES: C=C(C)C(=C)CC.O
* spin multiplicity: 1
* charge: 0
* frontier orbital gap: 0.3668 Ha

Bonds (Å) are listed after each position.
Atoms and positions in Å:
1 C -0.27455 2.68228 1.11728  C2 1.336, H8 1.077, H9 1.091
2 C -0.36314 1.35312 1.21922  C1 1.336, C3 1.472, C4 1.522
3 C -1.41952 0.53815 1.84092  C2 1.472, H10 1.087, H11 1.088, H12 1.090
4 C 0.84181 0.63382 0.63087  C2 1.522, C5 1.331, C6 1.517
5 C 1.97627 0.71910 1.32153  C4 1.331, H13 1.082, H14 1.088
6 C 0.84799 -0.24174 -0.60752  C4 1.517, C7 1.540, H15 1.084, H16 1.094
7 C -0.26345 -1.30794 -0.63440  C6 1.540, H17 1.098, H18 1.092, H19 1.077
8 H 0.50544 3.22052 0.60557  C1 1.077
9 H -0.87200 3.33828 1.75268  C1 1.091
10 H -1.10057 -0.45809 2.13707  C3 1.087
11 H -1.99134 1.02774 2.62715  C3 1.088
12 H -2.12443 0.29142 1.04676  C3 1.090
13 H 2.93497 0.27564 1.08826  C5 1.082
14 H 2.04817 1.35904 2.19883  C5 1.088
15 H 1.79970 -0.75967 -0.63730  C6 1.084
16 H 0.68759 0.36901 -1.50046  C6 1.094
17 H -0.22032 -1.69956 -1.65965  C7 1.098
18 H -1.22874 -0.80960 -0.52378  C7 1.092
19 H -0.11944 -2.09593 0.08576  C7 1.077
20 O -0.67656 -2.96319 -3.64542  H21 0.967, H22 0.963
21 H -1.23729 -2.29961 -4.06915  O20 0.967
22 H -1.19787 -3.69358 -3.29682  O20 0.963

The relative energies come out as model one 0.000; model two 0.342, with values in eV.